{"formula": "C22H26N2O6S", "method": "ωB97M-V/def2-TZVPD", "lumo_ha": -0.0144, "orbital_gap_ev": 8.553, "energy_ev": -49336.220, "e_above_lowest_ev": 1.579, "smiles": "O=C(COC(=O)c1ccc(S(=O)(=O)NCc2ccco2)cc1)NCCC1=CCCCC1", "largest_force_ev_per_a": 1.02, "homo_energy_ev": -8.944, "symbols": ["O", "C", "C", "O", "C", "O", "C", "C", "C", "C", "S", "O", "O", "N", "C", "C", "C", "C", "C", "O", "C", "C", "N", "C", "C", "C", "C", "C", "C", "C", "C", "H", "H", "H", "H", "H", "H", "H", "H", "H", "H", "H", "H", "H", "H", "H", "H", "H", "H", "H", "H", "H", "H", "H", "H", "H", "H"], "xyz": [[-2.5215, 2.2213, 3.5841], [-2.6099, 2.3780, 2.3867], [-3.7120, 1.6896, 1.5535], [-3.1945, 0.5644, 0.8457], [-2.5675, 0.7774, -0.3092], [-2.4015, 1.8757, -0.7945], [-2.0748, -0.4780, -0.9272], [-1.3011, -0.3818, -2.0829], [-0.7745, -1.5242, -2.6561], [-1.0319, -2.7483, -2.0708], [-0.2634, -4.2308, -2.7350], [-1.1911, -5.3129, -2.6247], [0.3272, -3.9199, -4.0000], [0.9829, -4.5719, -1.6830], [2.0990, -3.6553, -1.6730], [1.8121, -2.3703, -0.9590], [2.1406, -1.0788, -1.2444], [1.5837, -0.2878, -0.2085], [0.9564, -1.1551, 0.6268], [1.0900, -2.4193, 0.1844], [-1.8219, -2.8634, -0.9424], [-2.3478, -1.7234, -0.3632], [-1.7997, 3.1524, 1.6496], [-0.6190, 3.7926, 2.1861], [0.6400, 3.1729, 1.5815], [1.9465, 3.7704, 2.0360], [2.0572, 4.7378, 2.9346], [3.3613, 5.3115, 3.4002], [4.5410, 4.4229, 3.0204], [4.4063, 4.0009, 1.5633], [3.1566, 3.1429, 1.3918], [-4.4678, 1.2877, 2.2291], [-4.1552, 2.4014, 0.8495], [-1.1173, 0.5939, -2.5060], [-0.1658, -1.4913, -3.5455], [0.6493, -4.8361, -0.7692], [2.3339, -3.4464, -2.7182], [2.9543, -4.1652, -1.2140], [2.7091, -0.7346, -2.0829], [1.6467, 0.7752, -0.1081], [0.3999, -1.0120, 1.5314], [-2.0176, -3.8444, -0.5385], [-2.9585, -1.7861, 0.5233], [-1.9159, 3.1628, 0.6427], [-0.6427, 3.6508, 3.2679], [-0.6620, 4.8613, 1.9562], [0.5762, 3.2595, 0.4906], [0.6485, 2.1031, 1.8184], [1.1800, 5.1804, 3.3823], [3.4869, 6.3043, 2.9540], [3.3266, 5.4516, 4.4835], [4.5460, 3.5329, 3.6529], [5.4794, 4.9568, 3.1801], [4.3248, 4.8920, 0.9375], [5.2869, 3.4413, 1.2420], [3.3228, 2.1574, 1.8404], [2.9632, 2.9834, 0.3274]], "forces_ev_per_angstrom": [[-0.0180, -0.1440, 0.4523], [-0.4951, -0.2198, -0.5042], [-0.1195, 0.4506, 0.2840], [0.0568, -0.3630, 0.0613], [0.0750, 0.2743, -0.2466], [-0.0899, -0.1489, -0.0335], [0.0503, -0.2634, -0.2053], [-0.2110, 0.0239, 0.2169], [-0.0255, -0.0055, -0.1150], [0.1395, -0.4207, -0.3244], [0.0058, -0.2622, 0.3568], [-0.0649, 0.1203, 0.3123], [0.1506, 0.3263, 0.0993], [-0.6749, -0.1270, -0.6396], [0.2807, 0.2784, 0.1997], [0.5713, 0.6375, -0.5605], [0.0087, -0.7519, 0.0962], [-0.2068, -0.2398, 0.4574], [0.1552, 0.8384, -0.0542], [0.0867, -0.5590, -0.0223], [-0.1191, -0.0676, 0.0459], [0.0314, 0.1245, -0.0936], [0.3190, 0.3666, -0.3574], [0.1928, -0.1020, 0.0722], [-0.0859, 0.3119, 0.2853], [-0.1476, -0.3329, -0.2585], [0.0003, 0.1893, 0.0859], [0.1592, -0.1123, 0.0536], [-0.0193, 0.2397, -0.1420], [0.0381, -0.2580, 0.1355], [0.1733, 0.2298, 0.0374], [0.1712, 0.1070, -0.0854], [0.0146, -0.1421, 0.0735], [0.0348, 0.0624, -0.0353], [0.0661, 0.0969, -0.0870], [-0.1795, -0.1277, 0.1276], [0.2152, 0.0726, 0.1746], [-0.1240, 0.0153, -0.1288], [0.1200, 0.0166, -0.2659], [-0.0497, 0.2673, 0.0992], [-0.1148, -0.0618, 0.1455], [-0.0860, -0.0798, 0.1281], [-0.0336, -0.0393, 0.0590], [-0.1539, -0.1264, 0.2141], [0.0190, 0.1271, -0.0927], [0.0477, -0.0456, 0.1224], [0.0345, -0.0933, -0.0351], [-0.0343, -0.0435, -0.0721], [-0.2426, -0.0041, -0.0016], [0.0328, 0.0451, 0.0832], [0.0042, 0.0748, -0.0174], [0.0445, -0.0461, 0.0595], [0.0171, -0.0494, 0.0601], [0.0358, 0.0391, -0.0710], [0.0121, 0.0524, -0.0619], [-0.0139, -0.0769, -0.0758], [-0.0548, -0.0745, -0.0117]]}


{"formula": "C2H5IN2OS", "method": "ωB97M-V/def2-TZVPD", "lumo_ha": 0.0181, "orbital_gap_ev": 9.511, "energy_ev": -26116.814, "e_above_lowest_ev": 0.775, "largest_force_ev_per_a": 4.70, "homo_energy_ev": -9.020, "symbols": ["C", "C", "N", "N", "O", "S", "I", "H", "H", "H", "H", "H"], "xyz": [[0.0765, -0.2729, -0.6978], [-0.8589, -0.0107, 0.5760], [0.4750, 1.0642, -1.0988], [-0.5227, 1.1464, 1.2304], [-0.0175, 3.4730, -0.3159], [0.5392, 2.1980, 0.1209], [-2.9700, -0.1025, -0.0184], [1.0696, -0.7481, -0.4393], [-0.3138, -0.7674, -1.4947], [-0.6400, -0.9582, 1.1729], [0.1832, 1.4893, -1.9941], [-0.9022, 1.4053, 2.1324]], "forces_ev_per_angstrom": [[2.1915, 2.7560, 3.1131], [0.8456, -3.6059, -0.0341], [-0.4711, 1.2615, -0.9827], [1.3983, 0.8490, -2.0456], [-0.4998, -0.8285, -0.2751], [0.6317, 0.3878, 1.7479], [-0.1164, -0.1183, -0.1144], [-1.3862, -0.1006, 0.3991], [-1.5878, -1.4985, -1.9555], [-1.0217, 1.2420, -0.3336], [-0.1564, -0.4728, 0.8462], [0.1723, 0.1283, -0.3653]]}


{"formula": "C4H11N3O", "method": "ωB97M-V/def2-TZVPD", "lumo_ha": 0.0188, "orbital_gap_ev": 7.532, "energy_ev": -10839.126, "e_above_lowest_ev": 6.085, "largest_force_ev_per_a": 0.67, "homo_energy_ev": -7.022, "symbols": ["C", "C", "N", "O", "H", "H", "H", "H", "H", "H", "H", "C", "N", "C", "N", "H", "H", "H", "H"], "xyz": [[-0.4621, 1.7741, 0.4125], [-1.6637, -0.2389, 0.4132], [-2.6076, -0.1578, -0.6373], [0.6299, 1.7270, 1.0633], [1.1354, 0.5296, 0.7519], [-2.1878, -0.4538, -1.5188], [-2.9844, 0.7747, -0.7536], [-0.4789, 1.7911, -0.6811], [-1.3371, 2.2147, 0.9002], [-2.0008, 0.2701, 1.3132], [-1.4712, -1.2750, 0.7079], [2.5430, -0.9215, -0.1440], [1.1882, -0.5673, 0.3549], [0.1599, -0.5486, -0.6676], [0.0536, -0.7531, -1.8263], [0.8921, -1.1783, 1.1146], [2.5143, -1.8918, -0.6357], [3.2334, -0.9287, 0.6981], [2.8438, -0.1665, -0.8653]], "forces_ev_per_angstrom": [[0.1893, -0.2752, 0.1129], [0.6430, 0.1797, -0.0446], [-0.0990, -0.0117, -0.1136], [-0.3282, 0.0050, -0.2247], [-0.0401, -0.1279, -0.0677], [0.0549, 0.0478, 0.0360], [0.0412, -0.0410, 0.0059], [0.0115, -0.0352, 0.0104], [0.0334, -0.0654, 0.0030], [-0.0193, 0.0032, -0.0063], [-0.0531, -0.0130, 0.0090], [-0.1927, 0.0356, -0.0063], [0.0047, 0.0900, 0.1109], [-0.1349, 0.0518, -0.2159], [-0.0275, 0.1154, 0.4548], [0.0053, 0.0232, -0.0739], [-0.0172, 0.0454, 0.0223], [-0.0500, -0.0014, -0.0331], [-0.0213, -0.0264, 0.0209]]}


{"formula": "C3H3ClO", "method": "ωB97M-V/def2-TZVPD", "lumo_ha": 0.0312, "orbital_gap_ev": 10.683, "energy_ev": -17728.024, "e_above_lowest_ev": 0.424, "largest_force_ev_per_a": 2.88, "homo_energy_ev": -9.833, "symbols": ["C", "C", "C", "O", "Cl", "H", "H", "H"], "xyz": [[-1.3761, 0.0525, 1.6463], [1.1375, 0.4338, -0.4453], [0.1525, -0.4682, -0.5028], [-2.3887, 0.4503, 1.3183], [0.1649, -2.1784, -0.3305], [0.9117, 1.4129, -0.7297], [2.2022, 0.2694, -0.1439], [-0.8040, 0.0277, -0.8124]], "forces_ev_per_angstrom": [[-1.3609, 0.4347, 0.2092], [1.4528, -2.3691, 0.7648], [-0.3002, 2.0933, -1.1477], [1.0556, -0.3899, 0.3039], [0.1424, 0.4108, 0.2114], [-0.4812, 1.3988, -0.2054], [-1.1442, -0.2247, -0.3429], [0.6357, -1.3538, 0.2068]]}